The following is a DFT calculation (the ωB97M-V functional and the def2-TZVPD basis) of C25H75B4NO9Pb2 as an isolated structure at a distorted geometry.

Frontier orbital gap, eV: 7.38
Highest occupied orbital energy, eV: -7.55
LUMO energy, eV: -0.168
Largest force on an atom, hartree/bohr: 0.055
Energy relative to the best compared isomer or geometry (same formula, charge and spin), eV: 0.000
Energy, a.u.: -2214.01216

```
116
Properties=species:S:1:pos:R:3:forces:R:3
Pb -1.6392 2.9815 -0.3567 -0.5 0.1 -0.7
Pb 1.9463 1.5637 -1.6967 -0.4 0.9 0.4
B -2.4099 2.9620 -3.2336 -0.3 0.3 -0.6
H -2.5886 1.9289 -2.7365 -0.1 -1.4 0.9
H -1.7932 3.7118 -2.6143 0.7 1.0 1.0
H -1.7911 2.8682 -4.2093 0.8 -0.4 -1.4
H -3.4081 3.5117 -3.4427 -1.5 0.5 -0.4
B 0.6323 3.8509 -1.6798 0.9 0.4 -0.2
H 1.5808 4.0940 -2.3002 1.1 0.7 -0.9
H -0.1196 4.7105 -1.5473 -0.8 1.3 -0.1
H 0.1337 2.9532 -2.2123 -0.8 -1.2 -0.7
H 1.0018 3.5701 -0.6168 0.7 -0.5 1.4
B -0.0751 0.8039 -0.1264 0.5 -0.9 -0.1
H -0.3108 0.9179 -1.2582 -0.5 0.0 -1.7
H -1.0577 0.6327 0.4460 -1.2 -0.5 0.8
H 0.6701 -0.0755 -0.0093 0.9 -1.2 0.3
H 0.3882 1.7991 0.2245 1.0 1.0 0.8
B -1.3695 3.7886 2.0988 0.6 -0.2 0.8
H -1.5280 4.1249 3.1896 -0.3 0.5 1.3
H -0.5014 4.3603 1.5844 1.0 1.0 -0.9
H -1.0629 2.6688 2.0799 0.4 -1.6 0.2
H -2.3431 3.8352 1.4996 -2.1 0.7 -0.5
C -1.8219 -2.2363 -1.5648 -1.3 -1.3 0.1
O -2.1107 -1.0198 -2.1824 0.1 0.2 0.2
C -2.2760 -0.9541 -3.5653 0.4 0.3 -1.4
C -0.9743 -0.9083 -4.3536 0.6 0.9 0.6
O -0.2105 -2.0973 -4.4263 -0.1 -0.9 -0.1
C 0.5901 -2.1461 -5.5844 0.3 1.4 -0.3
H -2.6328 -2.9660 -1.7306 -0.2 0.1 -0.2
H -1.8617 -2.0780 -0.4873 0.5 0.2 0.0
H -0.9426 -2.8094 -1.8754 0.4 0.7 -0.1
H -2.7006 0.0317 -3.7696 0.0 0.1 0.2
H -2.9674 -1.6536 -4.0531 0.0 -0.5 0.7
H -0.3589 -0.1685 -3.8195 0.0 0.2 -0.1
H -1.1524 -0.4841 -5.3470 -0.2 -0.2 -0.1
H 1.2536 -3.0047 -5.6401 -0.7 -0.5 0.1
H 1.2998 -1.3046 -5.6503 0.0 0.2 0.4
H -0.0326 -1.9679 -6.4650 0.0 -0.7 -0.2
C -3.6882 5.6831 -0.9482 -0.3 -0.6 0.0
O -3.7814 4.2681 -0.7854 -0.4 0.7 0.0
C -5.1110 3.7898 -0.6441 1.1 -1.5 -0.1
C -4.9308 2.2894 -0.8492 -1.4 -1.4 0.3
O -3.9338 1.7909 0.0402 0.4 0.6 0.1
C -4.0567 0.4414 0.4482 -0.2 -0.2 -0.5
H -4.4372 5.9515 -1.6974 0.0 0.5 0.2
H -2.7107 5.9384 -1.3556 0.1 -0.2 0.2
H -3.8413 6.1185 0.0428 -0.1 0.5 -0.3
H -5.7667 4.1910 -1.4177 0.0 0.1 0.0
H -5.5103 3.9374 0.3625 0.0 0.5 0.0
H -4.7757 1.9932 -1.8884 0.8 0.4 0.0
H -5.8287 1.7099 -0.5892 -0.4 0.6 0.1
H -3.2324 0.2231 1.1223 0.0 0.1 0.0
H -4.0039 -0.2207 -0.4200 0.1 -0.1 0.0
H -5.0081 0.2549 0.9543 0.0 0.2 0.1
C 4.2009 4.5815 -1.4314 0.1 0.0 0.7
O 3.6463 3.4573 -0.7640 0.1 -0.3 -0.3
C 4.0102 3.3199 0.5937 -0.3 1.0 -0.7
C 3.0709 2.4015 1.2926 1.2 -0.2 2.2
O 3.0814 1.1490 0.6351 0.2 0.3 -0.1
C 2.9606 0.0245 1.4992 -0.9 -0.2 -0.4
H 4.0225 5.4707 -0.8202 -0.1 0.1 -0.1
H 3.6980 4.7038 -2.3851 0.1 -0.1 0.0
H 5.2840 4.4739 -1.5301 0.0 -0.1 -0.2
H 3.9656 4.3204 1.0390 0.0 -0.1 0.3
H 5.0207 2.9169 0.7305 0.1 0.1 -0.4
H 2.1142 2.7746 1.6693 -0.4 -0.1 -1.1
H 3.6273 2.2954 2.2402 -0.2 -0.4 0.1
H 1.9276 -0.0205 1.8506 0.1 -0.2 0.2
H 3.6450 0.0415 2.3485 0.2 0.3 -0.1
H 3.1531 -0.8366 0.8607 0.0 -0.1 0.2
C 2.0387 -1.9048 -1.9712 -0.3 -1.1 1.6
O 2.9523 -0.8231 -1.8433 0.0 0.5 -0.4
C 4.3053 -1.1757 -1.9743 1.7 -1.4 -0.6
C 5.3088 -0.1236 -1.4792 -2.7 0.8 0.3
O 4.8849 1.1066 -2.1235 1.2 -0.9 0.2
C 5.7146 1.3583 -3.2410 -0.7 1.8 -0.7
H 2.1203 -2.6205 -2.7908 0.6 0.6 -0.5
H 1.0041 -1.5681 -1.9448 0.2 0.6 -0.2
H 2.1656 -2.4906 -1.0518 -0.1 -0.2 -0.1
H 4.5273 -1.3900 -3.0259 -0.1 0.0 -0.1
H 4.5072 -2.1123 -1.4378 -0.1 0.0 0.1
H 6.3667 -0.3013 -1.6502 -0.1 -0.5 -0.2
H 5.1059 -0.0286 -0.4088 0.3 0.4 0.0
H 5.7505 0.6034 -4.0314 0.1 -0.5 0.5
H 6.7042 1.7155 -2.9448 0.1 -0.4 0.1
H 5.2473 2.2127 -3.7459 0.1 0.0 0.1
C -0.5478 -5.4782 5.9513 -0.1 0.4 1.1
C -0.6528 -4.9951 4.5178 1.0 -1.3 -1.4
C -2.1170 -5.1557 4.0790 0.2 -1.0 -0.5
C -2.4402 -4.5163 2.7373 -0.2 0.2 1.1
C -2.0932 -3.0420 2.8474 -0.8 0.7 -0.7
C -0.6676 -2.6651 3.3119 -0.5 -1.6 -0.2
N -0.2923 -3.5975 4.4053 -0.4 1.2 0.7
O 1.0788 -3.3658 4.7440 -0.4 -0.1 0.1
C 0.2545 -2.7880 2.1137 0.7 0.9 -1.6
C -0.6727 -1.2363 3.8984 0.9 -1.0 -1.2
C 0.2864 -5.8780 3.6513 0.0 -0.7 0.1
H -1.2528 -4.8339 6.4858 0.0 -0.4 0.5
H 0.4094 -5.4346 6.4781 0.3 0.7 -0.6
H -0.7668 -6.5357 6.1154 -0.7 0.1 -0.5
H -2.3593 -6.2183 3.9721 0.3 -0.1 0.4
H -2.7721 -4.8011 4.8769 -0.1 0.4 -0.2
H -3.5058 -4.6928 2.5681 -0.1 0.5 0.0
H -1.9848 -4.9897 1.8647 0.5 -0.1 0.3
H -2.7827 -2.4972 3.4994 -0.2 -0.4 0.2
H -2.3191 -2.6530 1.8471 0.5 0.6 0.1
H 1.2895 -2.5018 2.3126 0.0 -0.3 0.3
H 0.2565 -3.7120 1.5306 -0.1 -0.5 0.8
H -0.0265 -2.1139 1.2918 -0.3 0.5 0.5
H -1.1234 -0.6053 3.1321 -0.3 0.4 0.4
H -1.1299 -1.2563 4.8832 -0.3 0.3 -0.1
H 0.3739 -0.9308 3.9619 0.0 0.2 0.3
H 0.0686 -6.9476 3.7436 -0.5 0.1 0.1
H 1.3163 -5.8425 4.0102 0.0 0.6 -0.1
H 0.2394 -5.6539 2.5863 0.1 0.2 0.1
H 0.9624 -2.7490 5.4758 0.4 -0.1 0.1
```
Positions in Å, forces in eV/Å.